(1)
Below is 2 unconnected molecules or ions with the total composition C4H9NO2, with properties calculated with wB97M-V/def2-TZVPD.

Each line ends with the Mulliken charge.
Cartesian coordinates (Å):
H -0.62209 -2.53735 0.59006  0.3037
N -0.68209 -2.32970 -0.41305  -0.6475
C -0.85854 -1.10606 -0.63147  -0.2434
C -0.98896 -0.06961 0.51268  0.9881
C -1.47748 1.27518 0.06744  -1.3596
O -0.99670 -0.46073 1.65898  -0.5418
H -1.04026 -0.77163 -1.64753  0.4439
H -1.64475 1.92810 0.92071  0.3202
H -0.71893 1.71823 -0.57671  0.3403
H -2.38582 1.18183 -0.52471  0.3817
C 1.97217 0.27864 0.36811  -0.5384
O 1.47046 0.48107 -0.93485  -0.5223
H 3.06201 0.18193 0.36262  0.3056
H 1.69321 1.14655 0.96277  0.2004
H 1.47527 -0.65583 0.77258  0.2535
H 1.74251 -0.26061 -1.48762  0.3155

The total energy comes out at -9877.70079 eV. Its SMILES is [H]/N=C\C(C)=O.CO.

(2)
Below is a single C4H7N3S molecule, with properties calculated with wB97M-V/def2-TZVPD.

Each line ends with the Mulliken charge.
Cartesian coordinates (Å):
H 2.67842 -1.47468 -0.84438  0.2453
N 2.05674 -1.01017 -0.19507  -0.5722
C 0.90422 -0.85087 -0.68817  -0.0166
N -0.09567 -0.23441 0.05848  0.1179
C -1.40631 -0.00365 -0.39581  0.1012
C -1.77803 0.14306 -1.65716  -0.8436
N 0.16616 0.05804 1.39218  -0.2582
C 0.68892 1.25482 1.77540  -0.0934
S 1.28599 1.55681 3.25624  -0.3307
H 0.56147 -1.18457 -1.67412  0.2819
H -2.13522 0.07782 0.41497  0.3518
H -1.07750 0.14468 -2.49684  0.2352
H -2.82508 0.26396 -1.90099  0.2488
H 0.36260 -0.73858 1.97610  0.2443
H 0.61330 1.99774 0.97916  0.2882

The total energy comes out at -19565.08506 eV. Its SMILES is [H]/N=C/N(C=C)NC=S.

(3)
Below is a single H4NO2PS molecule, with properties calculated with wB97M-V/def2-TZVPD.

Each line ends with the Mulliken charge.
Cartesian coordinates (Å):
N 0.78592 -0.99672 -1.17405  -0.6614
P 0.00580 -0.31958 -0.02816  0.9437
O 0.71375 1.57531 0.28112  -0.6377
O 0.22062 -1.12794 1.29556  -0.5011
S -2.04789 0.08062 0.05808  -0.2275
H 0.80567 -0.48049 -2.03292  0.2397
H 0.46318 1.80161 1.17962  0.2911
H 0.98044 -1.69658 1.12709  0.3611
H -1.92750 1.16376 -0.70635  0.1921

The total energy comes out at -25774.29958 eV. Its SMILES is N=P(O)(O)S.

(4)
Below is 8 unconnected molecules or ions with the total composition C31H45FO24, with properties calculated with wB97M-V/def2-TZVPD.

Each line ends with the Mulliken charge.
Cartesian coordinates (Å):
O 0.01943 4.32998 0.97675  -0.3565
C 0.20297 5.49587 1.10982  0.5520
O 0.75700 6.30868 0.18333  -0.3768
C 0.96596 7.60932 0.74603  -0.4724
C 0.18750 7.54457 2.07544  0.3692
F -0.98804 8.21004 2.02365  -0.3001
O -0.07653 6.18558 2.22802  -0.2422
H 2.04296 7.71887 0.90163  0.2596
H 0.71769 8.39837 0.03963  0.2849
H 0.84860 7.88886 2.86906  0.2859
C -8.94586 -2.07695 0.90089  -1.3876
C -7.62583 -1.91832 1.68178  0.3902
C -6.84843 -3.15414 2.04336  -0.4553
O -5.52198 -2.88000 1.62267  -0.1849
C -5.47805 -1.72049 0.92620  0.5736
O -4.55006 -1.22594 0.39066  -0.4727
O -6.72457 -1.16927 0.86208  -0.3780
H -9.55354 -2.87336 1.32953  0.3779
H -8.69067 -2.30283 -0.13556  0.3314
H -9.51021 -1.14763 0.88861  0.3537
H -7.88302 -1.26768 2.52150  0.2283
H -7.19216 -4.05280 1.52442  0.3033
H -6.90368 -3.35514 3.11237  0.3079
C -1.04061 4.62915 5.81270  -1.3858
C -1.83592 3.48003 5.23834  0.6940
C -1.12528 2.87939 4.00152  -0.2387
O -1.07277 1.49638 4.25609  -0.1695
C -1.45873 1.24196 5.51887  0.4568
O -1.48872 0.16365 6.01103  -0.5389
O -1.80096 2.38323 6.16649  -0.3692
H -1.26503 4.96484 6.82046  0.3603
H -1.01629 5.44257 5.07581  0.2823
H 0.03176 4.39431 5.79978  0.3807
H -2.85143 3.80530 5.02060  0.2253
H -0.19355 3.36490 3.71590  0.1382
H -1.79136 3.13745 3.17079  0.1820
C -1.57443 0.65592 1.21486  -1.3538
C -0.99166 0.58070 -0.19141  0.4121
C -0.01600 1.70525 -0.55413  0.2511
O 0.92499 0.98515 -1.35544  -0.2465
C 0.85547 -0.33249 -1.09422  0.2509
O 1.48314 -1.18165 -1.65330  -0.3148
O -0.21217 -0.59067 -0.31464  -0.2310
H -2.19506 1.52495 1.42066  0.4148
H -0.79487 0.55251 1.96841  0.3682
H -2.18806 -0.24252 1.31583  0.1568
H -1.80212 0.50720 -0.92524  0.1575
H 0.44807 2.08161 0.35709  -0.2984
H -0.49167 2.54861 -1.04377  0.3958
C 4.88807 -0.02674 -4.85998  -1.4290
C 5.48210 -0.38992 -3.50269  0.6523
C 4.74934 -1.46440 -2.64110  1.4003
O 5.65160 -2.55312 -2.54878  -0.3684
C 6.73954 -2.32567 -3.27990  0.5866
O 7.68737 -3.04914 -3.36717  -0.5752
O 6.64774 -1.14216 -3.89935  -0.4034
H 4.00023 0.60791 -4.82814  0.3453
H 4.67087 -0.91995 -5.44961  0.2950
H 5.61557 0.49363 -5.48668  0.3630
H 5.69801 0.53104 -2.95663  0.0795
H 3.80412 -1.72341 -3.11262  -0.2958
H 4.60642 -1.03224 -1.65527  -0.7841
C -0.11129 -4.12783 -0.46390  -1.1076
C -1.42402 -4.66484 0.05573  0.5290
C -1.47449 -5.92420 0.88054  -0.5453
O -2.43920 -5.64960 1.90041  -0.3612
C -2.55956 -4.29412 1.99195  0.4952
O -3.04724 -3.73279 2.92037  -0.5050
O -1.97280 -3.67998 0.94847  -0.0910
H 0.24389 -4.87464 -1.18998  0.4002
H 0.66632 -4.13125 0.29994  0.3826
H -0.21965 -3.18981 -0.99509  0.0275
H -2.11897 -4.75897 -0.79116  0.1485
H -0.47931 -6.07848 1.32350  0.2995
H -1.62210 -6.84737 0.32496  0.3548
C -0.68521 -1.97757 -5.48314  -1.5116
C 0.57157 -2.12690 -4.63465  1.4987
C 0.91573 -3.62659 -4.50314  -0.3424
O 1.85229 -3.78625 -5.57037  -0.3705
C 2.28878 -2.59431 -6.00423  0.6688
O 3.02915 -2.37367 -6.90523  -0.5481
O 1.70831 -1.61012 -5.27786  -0.3380
H -0.88178 -0.95019 -5.80071  0.3740
H -1.58866 -2.21778 -4.91611  0.3983
H -0.66457 -2.60633 -6.37467  0.3687
H 0.40924 -1.71087 -3.64490  -0.6424
H 0.04945 -4.25957 -4.69078  0.3302
H 1.22168 -3.89131 -3.48900  0.1851
C 3.43919 2.86726 1.34925  -1.1372
C 3.74519 1.70230 0.42218  0.7085
C 5.15798 1.12603 0.65539  -0.4105
O 4.96513 -0.29877 0.74255  -0.4022
C 3.64379 -0.59180 0.79957  0.5303
O 3.16176 -1.66556 0.88907  -0.4922
O 2.97638 0.58094 0.84179  -0.1402
H 2.35761 2.99388 1.33426  -0.1282
H 3.97102 3.74993 0.97602  0.4301
H 3.87700 2.79273 2.34509  0.3784
H 3.60012 2.03936 -0.60359  0.1386
H 5.63306 1.42515 1.58611  0.3132
H 5.77702 1.23478 -0.23563  0.2758

The total energy comes out at -84735.27807 eV. Its SMILES is O=C1OC[C@@H](F)O1.C[C@H]1COC(=O)O1.C[C@H]1COC(=O)O1.C[C@H]1COC(=O)O1.C[C@H]1COC(=O)O1.C[C@H]1COC(=O)O1.C[C@H]1COC(=O)O1.C[C@H]1COC(=O)O1.

Short version: energy relative to the best compared isomer or geometry (same formula, charge and spin) = 227.7; 259.8; 210.5; 201.5 kJ/mol, in the order given.
Short version: max |F| = 2.12; 0.67; 4.33; 2.38 eV/A, in the order given.